(1)
A structure of composition C19H37AgN3O24S3. Source: the Open Molecules 2025 dataset; level of theory: ωB97M-V with the def2-TZVPD basis set.

2S+1: 2
Frontier orbital gap (alpha / beta) (hartree): 0.2944 / 0.2152

```
87
Properties=species:S:1:pos:R:3:forces:R:3
Ag 3.1444 -2.1191 1.4627 0.0380 0.1531 -0.7483
O 1.6621 -1.8574 -0.2389 0.3690 0.7665 0.8677
C 0.9258 -0.7200 0.0660 0.0428 -0.9399 -1.1715
C 0.8449 -0.1934 1.5413 0.2123 0.3943 -0.8602
O 1.8923 -0.3723 2.3906 -0.8162 0.0745 -0.4748
H -0.0907 -0.8757 -0.3330 -0.4180 0.0667 0.7362
H 1.1862 0.1318 -0.5935 0.6183 0.2764 0.2630
H -0.1403 -0.3094 2.0157 0.0177 -0.4815 0.3314
H 0.7674 0.8968 1.3448 0.1835 0.3698 0.3306
C -1.5755 4.6260 1.2803 0.0776 0.0180 0.2158
N -1.4696 3.2128 0.8440 -0.4639 -0.3750 -0.2319
O -2.4734 2.5323 0.9773 0.2506 0.0917 -0.0138
O -0.4155 2.7755 0.4256 0.1924 0.1127 -0.0453
H -1.2184 4.5921 2.3099 -0.1216 0.2592 0.0263
H -2.6262 4.8807 1.2194 0.0094 0.0476 0.1523
H -0.9549 5.2872 0.6852 0.1654 -0.2864 -0.1245
C -0.6286 -2.9075 -3.1039 0.8246 -0.2921 0.5586
N -0.9024 -1.8262 -4.0501 -1.6279 -0.1470 -0.6734
O -0.3682 -0.7448 -3.9374 0.4809 0.0641 0.2203
O -1.7372 -2.1036 -4.8933 0.3059 0.3625 -0.1224
H -1.4513 -3.6105 -3.1091 -0.1292 0.1290 -0.0793
H -0.4394 -2.4757 -2.1227 0.2147 -0.0636 -0.0439
H 0.2610 -3.4040 -3.4935 0.0287 -0.0119 0.2695
C 3.0252 2.7637 1.5522 0.5843 0.6996 -0.6476
N 2.3805 3.6449 2.5618 -1.4061 -0.9109 0.6289
O 1.5186 4.3638 2.0966 0.2709 0.5604 0.0454
O 2.5848 3.5105 3.7542 0.5862 -0.0207 -0.5265
H 3.4772 1.8579 1.9366 -0.1826 0.0976 0.4384
H 3.7759 3.3993 1.0805 0.1324 -0.1510 0.0224
H 2.2553 2.5999 0.8046 -0.0200 -0.2339 0.0984
O 2.0034 -3.7602 2.4290 0.1377 -0.4041 0.3006
C 0.8148 -3.9501 2.5035 -0.2001 0.4416 -0.4344
O 0.3084 -4.5323 3.5752 0.2406 -1.0475 0.7091
C -1.1026 -4.7172 3.4778 -1.3575 0.8439 -0.7098
C -1.4170 -4.5476 1.9735 0.3932 0.3705 0.8865
C -0.2963 -3.5950 1.5483 -1.1284 -0.3772 -0.5913
H -1.5494 -3.9247 4.0853 -0.1096 0.0328 -0.1684
H -1.5168 -5.6491 3.8550 0.8984 -0.2903 0.2100
H -2.3922 -4.0890 1.8280 -0.1342 -0.3334 -0.1295
H -1.3030 -5.5033 1.4644 -0.2739 -0.0196 -0.0396
H -0.6760 -2.5793 1.6866 0.5031 0.1378 0.2880
H -0.1092 -3.6942 0.4826 0.7777 0.1040 0.1484
O -4.0875 -1.7824 1.6184 -0.2310 0.0130 0.2212
C -3.9308 -1.4575 0.4789 0.0233 -0.6117 0.2383
O -4.7367 -1.9231 -0.5190 -0.1673 0.5796 -0.0729
C -4.3027 -1.4258 -1.7832 1.4126 0.1080 -1.0909
C -3.1960 -0.4019 -1.4983 0.2462 0.3175 -0.0576
C -2.7583 -0.7190 -0.0925 -0.3125 0.3163 0.3073
H -5.0469 -0.9265 -2.4002 -0.6609 -0.3585 0.5402
H -3.8859 -2.2298 -2.3967 -0.2743 -0.3302 0.2661
H -3.6622 0.5825 -1.5581 0.3074 0.1485 0.2361
H -2.3289 -0.3981 -2.1588 -0.3384 -0.1568 -0.4031
H -2.4750 0.1752 0.4608 -0.1527 -0.1568 0.2383
H -1.9495 -1.4466 0.0153 0.1141 0.0785 -0.3938
C -1.7030 0.7529 4.3925 0.9247 0.1870 -0.3949
C -0.5278 1.2833 5.2735 0.2944 1.1051 0.0111
O -1.1457 2.0602 6.3296 -0.8145 0.4874 0.2396
S -2.5558 2.5971 5.7667 0.7277 -0.6608 -0.7706
O -2.3269 3.5552 4.7180 -0.0592 -0.6058 0.6734
O -3.4754 2.8703 6.8087 0.4744 -0.3667 -0.2662
O -2.8616 1.1559 5.0893 -1.1443 0.2860 0.4076
H -1.6000 -0.3250 4.2721 -0.6588 -0.0764 0.4590
H -1.7850 1.1552 3.3788 0.4946 0.2889 0.1236
H 0.1376 2.0160 4.8126 0.0261 -0.4806 -0.6004
H 0.0694 0.5189 5.7622 -0.2109 -0.1308 -0.0268
C 0.4049 2.4350 -3.0329 0.0123 -2.1681 -1.2975
C 1.8524 2.4511 -2.5392 -0.3632 0.8211 0.4005
O 2.3002 3.7493 -2.9629 -0.0337 0.8378 -0.2046
S 1.1227 4.7936 -3.3276 -0.3491 -0.1215 -0.3899
O 1.2381 5.1230 -4.7259 -0.2059 -0.4831 1.6029
O 1.0067 5.8335 -2.3485 0.2284 -0.8581 -0.6854
O -0.1080 3.7414 -3.0527 0.9360 1.1065 0.1672
H -0.2846 1.7331 -2.5636 0.1020 0.4745 0.7689
H 0.4218 2.0185 -4.0496 0.1066 0.4289 -0.1596
H 2.4986 1.7189 -3.0156 -0.2399 -0.0029 -0.1442
H 1.9977 2.3960 -1.4588 -0.3135 -0.0273 0.0071
C 3.3939 -2.3087 -3.3980 0.0319 0.2841 -0.5121
C 3.3577 -0.8036 -3.7198 -1.9141 0.2162 0.7681
O 3.9799 -0.5842 -4.9659 1.0190 -0.6623 -0.5591
S 4.6093 -1.9468 -5.5756 0.8105 -0.8633 0.5321
O 6.0161 -1.7870 -5.8225 -1.5721 0.0360 0.1706
O 3.7475 -2.4952 -6.5840 0.4987 0.7100 0.8495
O 4.4581 -2.8254 -4.1947 0.4260 0.6867 -1.0819
H 2.4695 -2.7946 -3.7119 -0.0182 -0.0096 0.2414
H 3.6343 -2.5001 -2.3583 -0.1971 -0.0662 0.0335
H 3.7182 -0.1895 -2.8916 0.8931 -0.0714 -0.3942
H 2.3261 -0.4585 -3.8537 -0.0457 -0.3374 0.0903
```
Positions in Å, forces in eV/Å.

Need the Löwdin charges? In units of e they are: 0.78 -0.37 -0.39 -0.30 -0.07 0.07 0.09 0.11 0.11 0.06 -0.41 0.06 0.04 0.10 0.10 0.10 0.05 -0.45 0.05 0.08 0.10 0.08 0.10 0.05 -0.43 0.05 0.07 0.09 0.11 0.06 0.03 -0.46 0.06 -0.13 -0.12 -0.08 0.13 0.13 0.11 0.12 0.11 0.12 0.12 -0.47 0.05 -0.15 -0.14 -0.09 0.13 0.12 0.12 0.09 0.10 0.10 -0.18 -0.13 -0.20 0.65 -0.24 -0.19 -0.19 0.12 0.11 0.12 0.13 -0.21 -0.13 -0.20 0.67 -0.23 -0.23 -0.18 0.12 0.13 0.11 0.10 -0.15 -0.19 -0.18 0.67 -0.23 -0.23 -0.20 0.11 0.12 0.12 0.11

***

(2)
A cluster of 2 separate species, C19H37BF3NO4P in total. Source: the Open Molecules 2025 dataset; level of theory: ωB97M-V with the def2-TZVPD basis set.

2S+1: 2
Frontier orbital gap (alpha / beta) (hartree): 0.2777 / 0.2774

```
66
Properties=species:S:1:pos:R:3:forces:R:3
C -0.9869 -3.6353 -0.3197 -0.8855 0.0467 -0.5662
C -1.8298 -2.4355 -0.8871 0.5483 0.0328 0.0806
B -1.0895 -1.6715 -2.0939 -0.4783 0.3010 -0.0843
O -1.0248 -2.3187 -3.3717 0.4973 0.9661 1.4985
C -0.4738 -0.1891 -1.8788 0.0509 -1.9236 -0.5225
P -1.9366 0.9838 -1.7273 0.9672 2.0093 -0.2082
C -3.2780 0.5701 -2.9725 -0.8260 -0.8905 0.9175
C -4.3555 -0.4788 -2.5096 0.1538 -0.4717 -0.6203
C -2.6476 0.9993 0.0091 -1.1154 -0.2168 0.0400
C -3.5474 2.2843 0.1379 0.7700 -0.0518 -0.2132
C 0.4416 -0.2864 -0.6017 -0.0029 -0.0127 -0.6939
C 1.5805 0.7966 -0.5038 0.0830 0.1232 2.6646
C 1.3105 1.5939 0.8352 0.6486 -0.7350 -0.0126
C 2.9386 0.0629 -0.2951 0.2913 -0.2169 -0.4555
N 1.5753 1.8002 -1.5822 -1.0042 -1.3942 -0.1160
O 0.7081 2.7267 -1.3832 0.3596 0.3289 0.0554
C 1.5129 1.2287 -2.9382 -0.3039 1.4648 -2.9499
C 2.8897 0.7441 -3.4961 -0.0986 -1.1308 1.3871
C 1.0613 2.4130 -3.8918 0.6605 -0.8216 -0.6271
C 0.4508 0.0902 -3.1222 0.0523 -0.2072 0.8694
H -0.7573 -4.3175 -1.1667 0.1277 0.1953 0.6386
H -0.0628 -3.3132 0.1867 -0.3577 -0.1264 -0.2699
H -1.6229 -4.1920 0.3924 0.5114 0.1248 -0.2283
H -2.7974 -2.8133 -1.2823 0.4980 0.0874 0.2961
H -2.0480 -1.7415 -0.0521 0.0279 -0.3015 -0.4194
H -0.5480 -3.1371 -3.2069 -0.3637 -0.5283 -0.3172
H -3.8173 1.5134 -3.1880 0.6332 -0.3370 0.1344
H -2.7900 0.2426 -3.9082 -0.1071 0.2073 0.4178
H -4.2597 -1.4112 -3.1075 -0.0755 0.5052 0.3416
H -4.2571 -0.7918 -1.4546 -0.0565 0.3625 -0.4304
H -5.3811 -0.1007 -2.6748 0.4747 -0.1534 0.1504
H -1.8770 1.0776 0.7960 0.0190 -0.1538 -0.7184
H -3.2590 0.1052 0.2537 0.3396 0.3869 -0.0490
H -3.6284 2.5996 1.1952 -0.2218 -0.3238 -0.4924
H -4.5445 2.1536 -0.3173 0.4182 0.0315 0.2797
H -3.0193 3.1018 -0.3908 -0.4031 -0.2756 0.2135
H -0.1366 -0.2645 0.3374 0.1591 -0.1347 -0.4738
H 0.9458 -1.2782 -0.6590 -0.2961 0.5146 0.1537
H 0.2426 1.8039 0.9935 0.5258 0.2884 -0.2526
H 1.6341 0.9136 1.6451 -0.2766 0.4273 -0.2726
H 1.9440 2.4981 0.8969 -0.5348 -0.3182 -0.1058
H 3.0297 -0.8173 -0.9663 0.1055 0.6264 0.2100
H 3.8210 0.7215 -0.4279 -0.5526 -0.2486 -0.0568
H 3.0090 -0.3516 0.7302 -0.2675 0.2914 -0.5279
H 3.0863 -0.2512 -3.0353 0.1475 0.5598 -0.3263
H 2.8582 0.5541 -4.5841 -0.0601 0.4143 0.5517
H 3.7323 1.3879 -3.1911 -0.4462 -0.0098 -0.4104
H 1.4286 2.1226 -4.9027 -0.3451 0.2086 0.5019
H 1.5594 3.3641 -3.6475 -0.4607 -0.3356 0.0780
H -0.0340 2.4824 -3.9733 0.4835 0.3621 0.4363
H 1.0181 -0.8476 -3.3154 -0.4336 0.4275 0.1338
H -0.1795 0.2445 -4.0184 0.4551 0.1096 0.3768
C 3.0880 -0.2574 7.1071 0.0183 -0.2805 -0.1842
C 1.9484 0.5725 6.5516 0.3202 0.2457 0.6176
O 1.6099 0.1639 5.2154 -0.2013 -0.0980 -0.4334
C 0.8778 -0.9440 5.1200 0.4415 0.7498 0.7002
O 0.4951 -1.5963 6.0400 -0.3243 -0.4765 -0.0505
C 0.5621 -1.2361 3.6571 -0.2175 -0.3672 -1.0540
F 1.6488 -1.1495 2.8821 0.3265 0.0350 0.1500
F -0.3362 -0.3740 3.1706 -0.1563 0.3535 0.2103
F 0.0605 -2.4527 3.4867 -0.0366 -0.2367 0.3537
H 3.9491 -0.2174 6.4376 0.0027 0.1309 0.0604
H 3.3849 0.1106 8.0892 -0.0249 0.0427 -0.0373
H 2.8037 -1.3051 7.2029 -0.0681 0.0532 0.0880
H 2.2519 1.6165 6.4818 -0.0757 -0.0589 -0.2834
H 1.0676 0.5328 7.1937 -0.0401 -0.1773 -0.1443
```
Positions in Å, forces in eV/Å.

Need the Löwdin charges? In units of e they are: -0.10 -0.16 -0.47 0.09 -0.44 1.06 -0.37 -0.15 -0.40 -0.17 -0.09 -0.43 -0.03 -0.03 -0.13 -0.03 -0.45 -0.04 -0.04 -0.11 0.07 0.06 0.07 0.10 0.08 0.09 0.06 0.07 0.07 0.04 0.07 0.06 0.06 0.07 0.06 0.06 0.10 0.12 0.07 0.06 0.09 0.07 0.09 0.07 0.06 0.09 0.09 0.08 0.08 0.07 0.12 0.12 -0.06 -0.20 0.03 -0.40 0.18 -0.55 0.15 0.17 0.18 0.08 0.08 0.08 0.13 0.13

***

(3)
A cluster of 3 separate species, C19H37ClFN2O8 in total. Source: the Open Molecules 2025 dataset; level of theory: ωB97M-V with the def2-TZVPD basis set.

2S+1: 1
Frontier orbital gap (hartree): 0.1684
Total charge: +1

```
68
Properties=species:S:1:pos:R:3:forces:R:3
C -1.5455 -0.0236 -2.2928 0.0329 -0.6309 0.4628
C -1.3669 0.6637 -3.7704 0.9959 0.0608 0.9337
O 0.1094 0.6836 -4.0400 -1.9920 -1.7702 -0.4171
C -1.8240 2.2348 -3.6663 2.7430 -0.1148 1.1200
O -3.0655 2.5737 -4.3790 -3.1540 -3.8522 0.8931
C -4.1236 1.5777 -4.1464 -0.7090 -0.3605 1.2983
C -4.9106 1.3962 -2.7367 -0.1891 -2.3801 -4.2850
Cl -4.5986 2.4155 -1.2282 -0.7599 -2.2069 -3.0985
C -5.9510 0.1788 -2.8725 1.6044 1.5275 -0.4962
N -6.1284 -0.6032 -4.0958 -0.1844 1.2452 2.9296
N -5.5650 -0.5028 -5.3162 3.6109 4.9516 2.3746
C -4.5893 0.5807 -5.2948 0.4962 -0.0669 -1.7894
F -3.8952 0.7790 -6.6261 -2.6664 -0.8182 5.1295
H -1.2911 -1.1897 -2.2996 -0.4613 2.6123 -0.1145
H -0.8079 0.4998 -1.5210 -1.5107 -1.0326 -1.8300
H -2.6251 0.0743 -1.8310 1.9803 -0.1074 -1.0882
H -1.8370 0.0643 -4.6591 0.3661 1.2949 1.7489
H 0.3050 -0.2570 -4.3535 -0.1381 1.9355 0.6546
H -0.9571 2.9034 -4.1415 -2.2135 -1.5122 0.7559
H -1.8441 2.5284 -2.5099 -0.4050 -0.5797 -2.5459
H -6.6017 -0.0872 -1.9175 1.4021 0.3313 -2.4823
H -6.8295 -1.4054 -4.0327 1.2031 1.4660 -0.0945
C 0.2487 5.0522 3.0713 -0.0585 0.0036 -0.3319
O 0.9945 4.8025 1.8938 0.1101 -0.1521 0.4097
C 2.3320 5.2890 1.9546 0.0340 -0.4973 -0.2277
C 3.3207 4.2715 1.3721 0.1077 0.1697 0.1533
O 3.4944 3.0771 2.1449 -0.5048 0.0228 -0.2540
C 2.3771 2.1824 2.2113 0.1501 -0.0910 -0.0154
C 2.0176 1.4890 0.8921 -0.1079 0.5107 0.2408
O 1.4802 2.4196 -0.0470 0.4254 -0.1175 -0.1370
C 1.9627 2.2251 -1.3677 -0.3126 0.1242 0.2046
H -0.1010 6.0882 3.0774 -0.0222 0.0420 0.2283
H -0.6184 4.3863 3.0747 0.0683 0.0838 -0.1047
H 0.8356 4.8451 3.9707 0.0180 0.0737 0.0260
H 2.6251 5.5263 2.9863 -0.0883 -0.0950 -0.0966
H 2.3716 6.2062 1.3648 0.2606 0.1656 -0.0441
H 4.3061 4.7509 1.3534 -0.0834 -0.0828 0.1836
H 3.0902 4.0320 0.3334 -0.2600 0.0396 0.1000
H 1.5120 2.6758 2.6563 -0.0677 0.0323 -0.2730
H 2.6717 1.4019 2.9218 0.1392 0.0451 -0.1404
H 1.2483 0.7307 1.0762 0.1122 -0.1813 0.1919
H 2.9100 0.9897 0.4946 -0.0587 0.1049 -0.0301
H 3.0405 2.0384 -1.3814 -0.0075 -0.0549 0.0006
H 1.7711 3.1393 -1.9378 -0.0642 -0.1057 0.1073
H 1.4303 1.3950 -1.8369 0.1718 -0.0897 -0.2153
C 2.3299 -2.1048 3.8312 -0.0408 -0.3195 0.1956
O 1.3685 -3.0902 3.4998 0.0027 0.3785 -0.4199
C 0.1686 -2.5519 2.9523 0.2664 -0.5324 -0.2104
C -0.3160 -3.3786 1.7549 -0.0301 0.1707 0.0223
O 0.5062 -3.2975 0.5838 0.0423 -0.1424 0.3587
C 1.8062 -3.8947 0.6645 0.1172 -0.1434 -0.1406
C 1.8156 -5.4232 0.7820 -0.0256 0.3602 0.4673
O 1.3171 -5.8436 2.0514 -0.4261 0.0072 -0.4775
C 0.4566 -6.9695 1.9709 0.2629 0.1610 0.3203
H 2.0719 -1.6401 4.7867 0.0988 0.2016 -0.0188
H 3.3026 -2.5946 3.9274 -0.1756 -0.0239 0.0488
H 2.4120 -1.3440 3.0498 -0.0403 0.0838 -0.0135
H 0.3050 -1.5082 2.6381 0.0784 -0.0960 0.0074
H -0.5884 -2.5798 3.7376 -0.3107 0.0926 -0.0274
H -1.2894 -2.9745 1.4545 0.1335 0.1191 -0.0582
H -0.5005 -4.4180 2.0286 0.2405 0.0604 0.1712
H 2.3992 -3.4262 1.4512 -0.1189 -0.2270 0.1338
H 2.3041 -3.6355 -0.2767 -0.1903 -0.0724 -0.0111
H 2.8450 -5.7894 0.6985 0.0466 0.1252 -0.2400
H 1.2272 -5.8496 -0.0400 -0.0295 0.0147 0.1050
H -0.2495 -6.8807 1.1401 0.0288 -0.0212 -0.0755
H -0.1198 -7.0241 2.8995 0.1918 0.0221 -0.0757
H 1.0494 -7.8807 1.8660 -0.1349 -0.1624 -0.0973
```
Positions in Å, forces in eV/Å.

Need the Löwdin charges? In units of e they are: -0.07 -0.32 -0.11 -0.11 -0.08 -0.03 -0.39 0.67 0.06 -0.02 0.16 0.01 0.00 0.11 0.10 0.06 0.15 0.13 0.17 0.14 0.17 0.20 -0.11 -0.21 -0.18 -0.17 -0.12 -0.17 -0.18 -0.22 -0.11 0.09 0.09 0.09 0.13 0.12 0.13 0.11 0.11 0.12 0.11 0.13 0.09 0.09 0.06 -0.10 -0.20 -0.18 -0.17 -0.14 -0.17 -0.18 -0.21 -0.11 0.09 0.09 0.07 0.11 0.12 0.12 0.11 0.11 0.12 0.13 0.12 0.08 0.09 0.09

***

Strongest force on any atom readings, ordered: 2.53, 3.31, 6.57 eV/A
Energy readings, ordered: -4057.2184, -1767.6125, -2016.9494 hartree